{
  "formula": "C9H11NO2",
  "method": "ωB97M-V with the def2-TZVPD basis set",
  "elements": ["C", "C", "C", "C", "C", "C", "C", "C", "C", "N", "O", "O", "H", "H", "H", "H", "H", "H", "H", "H", "H", "H", "H"],
  "positions_angstrom": [[-0.068, -1.597, 1.393], [0.708, -1.713, 2.510], [1.324, 0.477, 2.379], [-0.120, -0.389, 0.584], [-0.022, 0.712, 1.747], [-0.870, 1.515, 2.460], [-0.032, -0.543, -0.793], [-0.150, 1.744, -1.334], [0.123, -1.899, -2.786], [1.559, -0.727, 2.825], [-0.021, 0.405, -1.783], [0.015, -1.760, -1.304], [-0.575, -2.500, 0.994], [0.737, -2.591, 3.058], [2.057, 1.291, 2.732], [-2.008, 1.613, 2.262], [-0.541, 2.049, 3.267], [0.779, 2.100, -1.606], [-0.411, 1.668, -0.334], [-0.959, 2.106, -1.917], [-0.204, -2.790, -3.140], [1.121, -1.606, -3.282], [-0.636, -1.225, -3.109]],
  "forces_ev_per_a": [[-3.0113, -0.2246, -4.7033], [2.9821, 3.1215, 1.6150], [-0.3117, 2.8780, -0.4576], [-0.3829, -0.8573, 2.9946], [1.5082, 0.7322, -0.2384], [-2.6567, -2.0789, -3.8861], [-0.4846, 1.7067, -0.7601], [-0.9478, -1.7715, -1.3185], [1.2985, 3.9112, 1.0785], [0.0133, -3.4395, 1.4852], [-0.2402, -1.9753, 1.1438], [0.8916, -1.7734, -1.4269], [0.5358, 0.5713, 0.2256], [0.2167, -1.5548, 1.0057], [-1.4507, -1.0640, -0.7896], [2.1009, -0.1045, -0.0846], [1.0348, 1.0174, 2.0206], [1.7331, 1.9545, 0.0918], [-0.1369, 0.9722, 1.8834], [-0.5602, 1.0231, -0.3950], [-0.5439, -3.3359, -0.0307], [-1.3637, -0.4213, 1.3834], [-0.2246, 0.7128, -0.8368]],
  "molar_mass_g_mol": 165.19,
  "e_lumo_ha": [0.0267, -0.0633],
  "gap_ev": [5.94, 6.69],
  "largest_force_ev_per_a": 5.6,
  "e_tot_ev": -15088.770,
  "e_homo_ev": [-5.21, -8.42],
  "spin_multiplicity": 3
}